ORCA calculation (ωB97M-V/def2-TZVPD) on a structure of composition C52H50IN6PSiV.

Geometry (Å):
V  0.4779  1.2430  -0.1801
C  2.6433  -2.7969  2.6734
N  1.9101  -1.5492  2.5111
C  1.5001  -1.0045  1.3389
N  0.9391  0.1778  1.5642
C  0.9509  0.3925  2.9125
C  1.5913  -0.6679  3.5164
C  1.9197  -0.8751  4.9319
C  2.5871  0.1377  5.6187
C  2.8775  -0.0103  6.9647
C  2.5075  -1.1699  7.6312
C  1.8431  -2.1805  6.9520
C  1.5457  -2.0333  5.6073
C  0.2343  1.5197  3.5245
C  0.2764  2.7865  2.9587
C  -0.4691  3.8203  3.5078
C  -1.2553  3.5915  4.6262
C  -1.3042  2.3244  5.1932
C  -0.5665  1.2902  4.6440
P  1.1366  -2.0628  -0.1120
C  -0.6647  -1.7460  -0.0497
N  -1.1940  -0.5320  0.0106
C  -2.5369  -0.7042  0.1825
C  -2.8300  -2.0505  0.1868
N  -1.6225  -2.6991  0.0435
C  -1.4201  -4.1375  0.0444
C  -4.1172  -2.7402  0.3524
C  -4.9322  -2.4185  1.4356
C  -6.1609  -3.0387  1.5909
C  -6.5836  -3.9872  0.6712
C  -5.7786  -4.3100  -0.4118
C  -4.5526  -3.6850  -0.5741
C  -3.4599  0.4155  0.4293
C  -3.2282  1.2426  1.5268
C  -4.0973  2.2832  1.8154
C  -5.2071  2.4990  1.0099
C  -5.4459  1.6716  -0.0781
C  -4.5779  0.6301  -0.3671
C  1.4163  -1.0867  -1.6257
N  0.8685  0.0939  -1.8902
C  0.9803  0.3023  -3.2396
C  1.6238  -0.7812  -3.7954
N  1.8821  -1.6509  -2.7627
C  2.6239  -2.8995  -2.8641
C  2.0307  -1.0205  -5.1858
C  1.6517  -2.1763  -5.8640
C  2.0278  -2.3658  -7.1833
C  2.7781  -1.3980  -7.8362
C  3.1532  -0.2420  -7.1666
C  2.7837  -0.0521  -5.8454
C  0.4172  1.4775  -3.9183
C  -0.2844  1.3126  -5.1122
C  -0.8252  2.4123  -5.7562
C  -0.6725  3.6815  -5.2149
C  0.0168  3.8484  -4.0248
C  0.5616  2.7481  -3.3782
H  3.2482  -2.9677  1.7869
H  3.2902  -2.7002  3.5416
H  1.9565  -3.6288  2.8248
H  2.8748  1.0397  5.0940
H  3.3949  0.7792  7.4921
H  2.7351  -1.2844  8.6820
H  1.5482  -3.0806  7.4737
H  1.0020  -2.8141  5.0897
H  0.8903  2.9815  2.0876
H  -0.4320  4.8002  3.0520
H  -1.8319  4.3997  5.0556
H  -1.9249  2.1413  6.0600
H  -0.6154  0.2987  5.0761
H  -2.1894  -4.5969  0.6605
H  -1.4836  -4.5382  -0.9668
H  -0.4406  -4.3598  0.4624
H  -4.6017  -1.6752  2.1496
H  -6.7910  -2.7823  2.4315
H  -7.5421  -4.4724  0.7942
H  -6.1114  -5.0404  -1.1365
H  -3.9411  -3.9166  -1.4376
H  -2.3653  1.0674  2.1605
H  -3.9049  2.9228  2.6673
H  -5.8875  3.3106  1.2308
H  -6.3115  1.8409  -0.7044
H  -4.7685  -0.0136  -1.2166
H  3.3011  -2.8235  -3.7108
H  3.1989  -3.0418  -1.9528
H  1.9457  -3.7377  -3.0153
H  1.0425  -2.9200  -5.3646
H  1.7278  -3.2643  -7.7052
H  3.0688  -1.5427  -8.8675
H  3.7370  0.5137  -7.6745
H  3.0763  0.8508  -5.3251
H  -0.4107  0.3225  -5.5301
H  -1.3731  2.2778  -6.6789
H  -1.0951  4.5376  -5.7235
H  0.1393  4.8307  -3.5901
H  1.1146  2.9000  -2.4572
C  3.9890  0.5175  -0.5727
Si  2.9231  2.0735  -0.2483
C  3.5236  3.2699  -1.5905
C  3.5651  2.7728  1.3957
H  5.0403  0.7536  -0.3901
H  3.9062  0.2117  -1.6199
H  3.7528  -0.3507  0.0499
H  4.5940  3.4418  -1.4567
H  3.0186  4.2349  -1.5493
H  3.3831  2.8624  -2.5941
H  4.6475  2.9083  1.3337
H  3.3655  2.1015  2.2351
H  3.1302  3.7435  1.6375
I  0.0117  4.6977  -0.2205
C  -0.9321  2.7754  -0.2320
H  -1.5370  2.7529  -1.1420
H  -1.6217  2.7894  0.6090

Computed properties:
Total charge   +1
M   995.922 g mol⁻¹
Kohn-Sham gap (alpha / beta)   0.275 / 0.257 Eh
LUMO level (alpha / beta)   -2.275 / -2.509 eV
Maximum force   0.671 eV/A
Relative energy (zero: lowest compared OMol25 entry of this formula, charge and spin)   0.0 kJ/mol
Spin multiplicity   3

Mulliken atomic charge list, values in e, 8 entries: 1.104, -1.113, 0.501, -0.801, 1.872, -1.543, 1.268, -0.290

ORCA calculation (ωB97M-V/def2-TZVPD) on a structure of composition C52H51N10O3P2Sc in a non-equilibrium geometry.

Geometry (Å):
Sc  1.8052  0.5697  0.1341
C  1.0371  -1.3453  4.3845
N  0.1486  -0.7089  3.4248
C  -1.1945  -0.5085  3.6395
C  -1.6934  0.4563  2.8714
N  -0.5512  1.0320  2.1461
C  0.6426  0.0825  2.3621
P  4.1522  -0.0520  2.8180
C  4.0130  1.5175  1.9807
N  3.3178  1.8677  0.8745
C  3.6880  3.1705  0.5549
C  4.5303  3.6303  1.5034
N  4.7171  2.6024  2.4005
C  5.6131  2.6237  3.5431
C  3.9307  -1.1211  1.3765
N  3.4133  -0.8886  0.1458
C  3.7036  -2.0036  -0.6284
C  4.3298  -2.9228  0.1326
N  4.4577  -2.3735  1.3893
C  5.1670  -3.0159  2.4835
H  0.4546  -2.0201  5.0096
H  1.7946  -1.9208  3.8556
H  1.5412  -0.6106  5.0124
H  -1.7204  -1.1057  4.3686
H  -2.6906  0.8352  2.7403
H  3.3331  3.6671  -0.3324
H  5.0292  4.5766  1.6151
H  6.1931  3.5419  3.5169
H  5.0515  2.5799  4.4753
H  6.2822  1.7647  3.4913
H  3.4756  -2.0534  -1.6763
H  4.7189  -3.8978  -0.1015
H  6.1345  -3.3694  2.1317
H  5.3315  -2.2964  3.2811
H  4.5898  -3.8552  2.8686
C  -0.5795  4.7995  2.4896
C  -0.5366  3.5097  1.6592
C  -0.1769  2.3988  2.6290
C  0.5122  3.6715  0.5436
C  0.2053  4.9012  -0.3127
O  0.1401  4.3928  -1.6439
C  0.3448  3.0786  -1.6304
N  0.6199  2.5562  -0.4715
C  0.1974  2.5275  -3.0131
C  -0.3187  3.4379  -3.9505
C  -0.4649  3.1113  -5.2847
C  -0.0689  1.8646  -5.7357
C  0.4376  0.9550  -4.8266
C  0.5489  1.2470  -3.4661
P  1.2653  -0.0903  -2.4684
C  2.7983  -0.4301  -3.3759
C  2.9244  -1.4813  -4.2806
C  4.1331  -1.6909  -4.9297
C  5.2123  -0.8545  -4.6806
C  5.0878  0.1970  -3.7818
C  3.8854  0.4055  -3.1270
C  0.2011  -1.5461  -2.7238
C  0.5917  -2.7499  -2.1322
C  -0.1671  -3.8951  -2.3054
C  -1.3348  -3.8555  -3.0566
C  -1.7410  -2.6594  -3.6253
C  -0.9815  -1.5082  -3.4586
H  -1.3301  4.7146  3.2740
H  -0.8223  5.6835  1.9056
H  0.3865  4.9704  2.9708
H  -1.5208  3.3276  1.2091
H  0.9041  2.3836  2.7865
H  -0.7567  1.0371  1.1273
H  -0.6606  2.5330  3.5946
H  1.4810  3.7690  1.0333
H  0.9680  5.6765  -0.2770
H  -0.7659  5.3413  -0.0959
H  -0.6037  4.4270  -3.6342
H  -0.8668  3.8446  -5.9701
H  -0.1458  1.6017  -6.7819
H  0.7637  -0.0134  -5.1837
H  2.0891  -2.1439  -4.4710
H  4.2310  -2.5089  -5.6305
H  6.1535  -1.0239  -5.1857
H  5.9297  0.8465  -3.5845
H  3.8050  1.2212  -2.4125
H  1.4935  -2.8033  -1.5344
H  0.1526  -4.8225  -1.8490
H  -1.9293  -4.7503  -3.1820
H  -2.6544  -2.6160  -4.2042
H  -1.3275  -0.5871  -3.9045
C  -8.4303  0.3900  3.0159
O  -7.1130  -0.0876  3.2706
C  -6.6133  -1.0343  2.4545
C  -7.2642  -1.5362  1.3295
C  -6.6506  -2.5268  0.5802
C  -5.3764  -2.9849  0.8917
C  -4.7405  -2.5005  2.0404
C  -5.3592  -1.5421  2.8115
N  -4.8947  -4.0002  0.0124
N  -3.7069  -4.1529  -0.2965
C  -2.6622  -3.2715  0.1413
C  -1.6321  -3.7739  0.8871
C  -0.5361  -2.9604  1.2375
C  -0.4809  -1.6730  0.7953
O  0.5852  -0.8557  1.1110
C  -1.5077  -1.1348  -0.0195
N  -1.3758  0.1525  -0.4428
C  -2.3298  0.6581  -1.1899
C  -3.4718  -0.0607  -1.5829
C  -3.6081  -1.3571  -1.1727
C  -2.6121  -1.9394  -0.3574
H  -8.6408  1.1125  3.7978
H  -9.1556  -0.4235  3.0671
H  -8.4889  0.8796  2.0419
H  -8.2489  -1.1933  1.0510
H  -7.1598  -2.9627  -0.2695
H  -3.7895  -2.8955  2.3612
H  -4.9067  -1.1831  3.7268
H  -1.6704  -4.8041  1.2165
H  0.2734  -3.3504  1.8407
H  -2.2020  1.6885  -1.5096
H  -4.2185  0.4157  -2.2020
H  -4.4679  -1.9417  -1.4724

Computed properties:
Total charge   +2
M   970.951 g mol⁻¹
Kohn-Sham gap   0.218 Eh
LUMO level   -4.995 eV
Maximum force   1.122 eV/A
Relative energy (zero: lowest compared OMol25 entry of this formula, charge and spin)   513.0 kJ/mol

Mulliken atomic charge list, values in e, 8 entries: -1.726, -0.823, 0.662, -0.428, -1.252, 2.352, -1.792, -0.534

Which formula does entry 2 have? C52H51N10O3P2Sc

What is the formula in the first record? C52H50IN6PSiV

Which formula does entry 1 have? C52H50IN6PSiV